No. 1
C40H100F12N5O5P2 | ωB97M-V/def2-TZVPD

As for the gap between HOMO and LUMO (spin up / spin down): 8.49 / 1.75 eV. The total energy is -111943.1280 eV. The spin multiplicity is 2. The charge is +4. The calculation puts the HOMO energy (spin up / spin down) at -16.458 / -16.458 eV. As for the expectation value of S²: 0.75. The calculation puts the largest force on an atom at 5.25 eV/A.

```
164
Properties=species:S:1:pos:R:3:forces:R:3:lowdin_charge:R:1
C -1.12705 -1.64723 6.32035 0.6 0.0 -0.2 -0.0426
C -1.18009 -0.57338 5.23037 -1.1 0.2 -0.9 -0.1409
N -0.54630 0.83366 5.52555 1.5 0.8 0.6 -0.2014
C -1.17354 1.60260 6.71664 0.0 -1.5 -0.6 0.0500
C 0.91575 0.54194 5.98431 1.0 -0.1 -2.3 -0.1111
C 1.74763 -0.29263 4.90640 -0.4 -1.1 1.0 -0.0418
C -0.50366 1.88993 4.35190 -0.2 -0.7 -0.7 -0.0605
C -1.79075 2.09926 3.46191 1.5 -2.2 -0.9 -0.1014
O -1.38188 1.56153 2.17148 -0.9 -0.8 1.4 -0.2083
C -0.83618 2.53414 1.37291 -0.4 1.0 -1.0 -0.1571
H -0.20627 -2.21039 6.16835 0.7 0.6 0.8 0.0854
H -1.75206 -2.49768 6.04798 -1.0 0.6 0.2 0.0729
H -1.27862 -1.32072 7.34920 -0.1 -0.3 -0.1 0.0902
H -2.15214 -0.39651 4.76999 -0.4 0.3 0.9 0.1085
H -0.75799 -1.13720 4.39848 1.1 1.1 -0.4 0.1169
H -2.02055 2.13806 6.28774 -0.1 0.0 0.6 0.1104
H -0.43156 2.23302 7.20667 0.0 0.3 -0.6 0.1136
H -1.40719 0.86189 7.48141 -0.6 0.1 -0.2 0.0999
H 0.86244 0.12338 6.98933 0.0 -0.3 -0.3 0.1320
H 1.43541 1.49758 6.05364 -0.4 0.2 0.2 0.1166
H 2.82669 -0.31914 5.05813 0.1 1.1 0.3 0.0932
H 1.56481 -0.13546 3.84340 -0.2 0.7 0.2 0.0451
H 1.63297 -1.37316 4.99251 -0.8 -0.1 0.3 0.0724
H 0.25993 1.49340 3.68272 -0.2 -0.2 -0.2 0.0969
H -0.13602 2.88033 4.62032 0.0 -0.3 1.4 0.1250
H -2.12119 3.11428 3.24132 -0.1 0.1 1.0 0.1345
H -2.57208 1.42272 3.80820 -0.3 0.5 0.0 0.1176
H -0.19722 3.25727 1.87978 0.8 -0.3 0.4 0.0717
H -1.62832 3.20020 1.03087 -0.3 0.1 -0.6 0.0944
H -0.34374 2.04820 0.53061 0.1 0.1 0.1 0.0877
C -1.20546 -1.11592 -1.93434 -0.5 0.2 0.7 -0.0450
C -2.73068 -1.20065 -2.12182 0.3 1.1 -1.4 -0.1028
N -3.27964 -0.09758 -3.14429 -0.3 0.5 -0.3 -0.1901
C -2.55206 -0.11076 -4.54880 0.6 -0.8 1.5 0.0495
C -4.71727 -0.57246 -3.51148 0.4 0.0 -0.4 -0.1816
C -5.60577 0.39719 -4.24378 -0.1 0.7 -0.1 -0.0606
C -3.10497 1.30246 -2.53952 -1.8 0.4 1.0 -0.0575
C -3.63996 1.47256 -1.05692 1.1 0.7 -2.8 -0.2182
O -4.93147 0.92535 -1.01139 1.0 -0.4 1.9 -0.1677
C -5.27789 0.66817 0.36241 -0.6 0.7 -0.3 -0.0642
H -0.80094 -1.88813 -1.28001 -0.3 -0.9 -0.6 0.0725
H -0.85778 -0.32440 -1.27048 -0.4 0.9 -0.6 0.0549
H -0.70209 -1.09715 -2.90097 0.2 0.0 0.2 0.0763
H -3.34943 -1.03805 -1.23932 0.2 0.0 0.1 0.1009
H -3.05285 -2.13198 -2.58757 0.2 0.0 0.0 0.1258
H -3.09665 0.06246 -5.47698 -1.0 0.3 0.7 0.1153
H -2.26216 -1.16129 -4.56987 0.7 0.3 -0.4 0.1047
H -1.74186 0.61821 -4.53168 0.2 -0.6 0.2 0.0740
H -5.29862 -0.92357 -2.65893 0.7 0.0 0.3 0.1174
H -4.49401 -1.41836 -4.16165 0.0 -0.1 0.2 0.1236
H -6.13693 0.99216 -3.50083 -0.3 0.0 -0.3 0.0829
H -6.27517 -0.17133 -4.88937 -0.3 -0.1 0.4 0.1013
H -5.15721 1.08640 -4.95924 0.5 0.0 0.2 0.0871
H -3.71919 2.01880 -3.08513 0.0 -0.4 -0.6 0.1317
H -2.08264 1.67630 -2.59595 0.1 -0.6 -0.2 0.1220
H -3.68582 2.54845 -0.88825 -0.1 0.4 -0.1 0.1289
H -2.80407 1.18613 -0.41867 -0.7 -1.2 0.9 0.0997
H -6.25250 0.18182 0.32102 0.4 -0.6 0.3 0.0966
H -5.44432 1.55866 0.96855 -0.1 0.7 -0.5 0.0935
H -4.45106 0.22105 0.91425 -0.1 -1.0 -0.3 0.0760
C 2.81225 -3.02990 -3.24479 0.3 0.5 0.6 -0.0637
C 3.73193 -1.84614 -3.45782 0.6 0.5 -0.3 -0.1831
N 5.26862 -2.09047 -3.35153 0.2 -0.6 -0.1 -0.1962
C 5.49703 -3.43211 -4.11960 0.1 0.5 0.8 0.0347
C 6.02108 -0.94334 -4.11437 -0.5 -2.1 1.3 -0.1182
C 5.61262 0.37989 -3.54505 0.4 1.7 -1.0 -0.0713
C 5.73568 -2.16197 -1.82396 -0.5 -1.1 -1.7 -0.0214
C 7.23934 -2.30387 -1.53405 0.4 0.4 -0.1 -0.2357
O 7.78342 -3.29626 -2.29206 1.5 -2.8 -2.4 -0.2319
C 9.23547 -3.52669 -2.31861 -0.4 0.2 -0.3 -0.0241
H 3.20035 -3.64387 -2.43207 -0.2 -0.4 -0.2 0.0807
H 2.59084 -3.56515 -4.16815 0.1 -0.2 0.3 0.0955
H 1.92844 -2.54141 -2.83447 -0.3 -0.4 -0.3 0.0629
H 3.40568 -1.06854 -2.76717 0.7 0.1 0.1 0.0961
H 3.58614 -1.44830 -4.46210 0.1 0.1 0.0 0.1076
H 5.15170 -3.27662 -5.14169 0.3 0.1 0.0 0.1140
H 4.89845 -4.24135 -3.70137 -0.1 0.4 0.3 0.0936
H 6.52822 -3.76475 -4.00085 -0.1 0.5 -0.4 0.0957
H 5.86103 -1.17000 -5.16846 -0.5 0.7 0.0 0.1378
H 7.07193 -1.19494 -3.97110 0.1 0.3 0.2 0.1241
H 6.15134 1.14503 -4.10401 0.4 0.0 -0.2 0.0967
H 5.89792 0.60507 -2.51743 0.0 -0.6 0.2 0.0812
H 4.59398 0.71775 -3.73566 -0.3 -0.7 0.1 0.0556
H 5.28923 -3.11470 -1.53919 -0.3 0.3 0.4 0.1294
H 5.26553 -1.30973 -1.33331 0.1 -0.2 0.1 0.1053
H 7.38089 -2.70976 -0.53239 -0.4 1.2 0.8 0.1420
H 7.80468 -1.40404 -1.77652 -0.1 0.6 0.7 0.1249
H 9.74951 -2.70976 -2.82505 -0.1 0.5 0.6 0.0910
H 9.52662 -4.36159 -2.95600 -1.1 -0.3 -0.2 0.0931
H 9.68749 -3.81398 -1.36927 -0.4 0.6 0.4 0.0939
C 0.31304 4.80531 -0.93490 0.5 -0.4 -0.3 -0.0458
C 1.38264 3.76114 -1.29855 0.0 0.9 -0.4 -0.1314
N 2.82626 4.29314 -1.71835 -0.7 -0.8 -0.1 -0.1676
C 3.72358 3.08544 -2.11510 -0.2 0.4 1.0 0.0336
C 2.68342 5.17046 -3.00510 -2.1 0.3 -0.4 -0.1651
C 3.87556 5.58001 -3.77665 2.2 -0.4 0.3 -0.0541
C 3.42655 5.02715 -0.47131 -0.9 0.0 -1.9 -0.0150
C 3.58182 4.13896 0.74886 0.0 0.5 0.1 -0.0725
O 2.37938 4.05561 1.48580 0.4 -0.5 1.2 0.0543
C 2.55048 3.79306 2.89332 -0.4 -0.3 0.3 0.0624
H 0.24805 5.70923 -1.54055 0.6 0.2 0.3 0.0933
H 0.35806 4.95702 0.14355 -0.5 0.6 -0.2 0.0657
H -0.59426 4.30467 -1.27293 -0.4 0.0 0.8 0.0856
H 0.84474 3.19633 -2.05997 1.5 -0.4 -0.7 0.1260
H 1.49444 3.11231 -0.42987 0.4 -0.2 -0.3 0.0837
H 3.67573 2.86479 -3.18146 -0.4 0.2 0.1 0.0847
H 3.40306 2.22176 -1.53249 -0.2 -0.1 -0.2 0.0822
H 4.74473 3.33075 -1.82325 0.0 0.1 -0.2 0.1116
H 2.06768 6.04881 -2.81153 0.1 0.0 0.8 0.1276
H 2.06986 4.59613 -3.69920 -0.2 -0.6 0.4 0.1313
H 4.64744 5.87175 -3.06448 0.4 0.4 -0.2 0.0825
H 3.75541 6.39325 -4.49241 -0.6 0.2 0.4 0.1146
H 4.29770 4.78625 -4.39296 -0.1 -0.3 0.2 0.0920
H 2.77856 5.87811 -0.26136 -0.3 -0.2 0.1 0.1487
H 4.33346 5.50924 -0.83629 0.4 -0.5 0.4 0.1491
H 4.31468 4.39983 1.51238 0.6 0.5 -0.4 0.1707
H 3.85827 3.10609 0.53707 0.0 -0.7 -0.3 0.1787
H 3.45605 3.29638 3.24168 0.4 -0.2 -0.9 0.1413
H 1.69342 3.25186 3.29416 -0.2 0.3 -0.5 0.0865
H 2.61520 4.78258 3.34581 -0.3 0.6 0.0 0.1589
C -7.43722 -2.39029 4.39010 -0.2 -0.8 -0.1 -0.0488
C -7.00278 -3.74124 3.79321 0.8 0.8 1.0 -0.1639
N -5.62614 -3.67453 3.07599 -1.0 -1.6 -0.6 -0.1810
C -5.48636 -5.12108 2.47991 0.6 1.2 0.5 0.0323
C -5.81207 -2.68650 1.81014 1.5 0.1 0.7 -0.1390
C -7.08905 -2.80861 0.94391 1.0 -1.6 1.2 -0.0340
C -4.38443 -3.37278 4.07214 -0.7 0.6 -1.0 -0.0169
C -3.00057 -3.38289 3.34722 -2.8 0.2 0.2 -0.1868
O -3.03135 -2.27316 2.46512 1.4 -0.9 0.0 -0.2128
C -1.96585 -2.38787 1.51293 0.1 1.7 -1.0 -0.0819
H -6.92032 -2.15815 5.32124 0.7 0.1 -0.3 0.0806
H -8.43480 -2.51674 4.81074 -0.4 0.1 -0.6 0.0999
H -7.38381 -1.58174 3.66106 -0.2 0.1 0.3 0.0738
H -7.65529 -4.22866 3.06881 -0.2 0.6 0.0 0.1200
H -6.95861 -4.42087 4.64423 0.5 -0.3 -0.2 0.1323
H -6.30585 -5.39068 1.81369 -0.1 0.5 0.2 0.0988
H -5.48600 -5.82526 3.31192 0.3 0.1 -0.1 0.1163
H -4.56655 -5.11131 1.89515 -0.1 -0.4 0.2 0.0930
H -4.87792 -2.83632 1.26883 -0.3 -0.5 -0.4 0.1019
H -5.60164 -1.69199 2.20356 -0.6 0.0 0.3 0.0972
H -7.96691 -2.48943 1.50569 0.0 0.4 -0.6 0.0886
H -7.22096 -3.86604 0.71467 -0.3 -0.2 0.2 0.0737
H -6.91980 -2.44861 -0.07090 -0.1 0.9 0.4 0.0885
H -4.38381 -3.99522 4.96694 -0.4 -1.0 -0.6 0.1374
H -4.63435 -2.42469 4.54833 0.2 0.5 -0.6 0.1158
H -2.96932 -4.31746 2.78713 0.6 -0.1 0.0 0.1170
H -2.20627 -3.33999 4.09243 0.1 0.0 -0.1 0.1130
H -1.92139 -1.40588 1.04196 0.2 0.2 0.2 0.0680
H -2.12931 -3.03038 0.64774 -0.5 -0.8 0.4 0.0953
H -0.96131 -2.56777 1.89586 -0.2 -0.2 0.5 0.0971
P 1.41595 1.14151 -5.11408 2.4 -1.2 -4.5 0.1737
F 1.01455 1.42036 -6.66671 0.1 0.3 0.6 -0.1526
F 2.58671 0.10909 -5.69559 -0.4 0.6 1.0 -0.1866
F 2.54570 2.39482 -5.25990 -0.8 -0.9 1.4 -0.2039
F 1.81782 0.75485 -3.59784 0.4 0.8 0.2 -0.1662
F 0.31232 2.13887 -4.64810 -1.0 1.4 1.4 -0.1312
F 0.37265 -0.06663 -5.12493 -0.6 -0.8 0.6 -0.1556
P 1.99941 -0.56132 0.57105 1.4 -0.6 -1.9 0.2556
F 2.13069 0.82100 1.47619 0.8 -0.4 1.1 -0.2070
F 3.66250 -0.73891 0.53826 -1.9 0.7 -0.1 -0.1802
F 1.93032 -1.61107 1.79592 0.0 1.0 0.0 -0.1388
F 1.83905 -1.79412 -0.51180 0.0 0.9 1.0 -0.1585
F 0.43302 -0.32088 0.65458 -1.3 -0.6 0.3 -0.1616
F 1.97657 0.49782 -0.70411 0.9 -0.4 0.0 -0.2034
```
Forces are in eV/Å.

***

No. 2
H3O2PS | ωB97M-V/def2-TZVPD

As for the gap between HOMO and LUMO: 10.07 eV. The total energy is -24268.6279 eV. As for the SMILES: OP(O)S. The spin multiplicity is 1. As for the energy above the lowest of the compared OMol25 structures with the same formula, charge and spin: 72.41 kJ/mol. The calculation puts the HOMO energy at -9.349 eV. The calculation puts the largest force on an atom at 3.27 eV/A.

```
7
Properties=species:S:1:pos:R:3:forces:R:3:lowdin_charge:R:1
O -1.13887 -0.94841 0.61299 0.9 0.8 2.2 -0.4242
P -0.30940 0.53831 0.24173 -0.4 -1.7 1.5 0.5401
O -0.74123 0.66904 -1.27890 -0.8 1.5 0.8 -0.3234
S 1.79036 -0.12088 0.11148 -1.5 -2.0 -0.7 0.3727
H -1.18770 -1.17380 1.63230 0.4 1.0 -3.1 0.1005
H -0.48796 0.00550 -1.87242 0.6 -1.7 -1.5 0.0249
H 2.07481 1.03025 0.55283 0.8 2.2 0.8 -0.2907
```
Forces are in eV/Å.

***

No. 3
C5H14O2S | ωB97M-V/def2-TZVPD

As for the gap between HOMO and LUMO (spin up / spin down): 10.34 / 5.18 eV. The total energy is -20331.0413 eV. The spin multiplicity is 2. As for the energy above the lowest of the compared OMol25 structures with the same formula, charge and spin: 175.38 kJ/mol. The charge is +1. The calculation puts the HOMO energy (spin up / spin down) at -13.625 / -13.623 eV. As for the expectation value of S²: 0.75. The calculation puts the largest force on an atom at 5.46 eV/A.

```
22
Properties=species:S:1:pos:R:3:forces:R:3:lowdin_charge:R:1
C 0.21465 3.05458 -0.87451 -3.0 2.1 0.6 -0.2876
O 0.70234 3.84821 -1.95083 2.2 -2.9 -2.3 -0.0948
C 1.04689 2.04964 -0.12427 2.2 -0.1 -1.9 -0.2081
C 0.48757 0.90512 0.67975 -2.4 0.1 -0.6 -0.2035
C 0.72467 -0.43079 -0.10504 0.0 0.2 0.4 -0.4103
S -0.66141 -1.51436 -0.38683 1.2 0.5 -0.3 1.1596
C -1.36438 -0.92165 -1.86976 -4.7 1.7 2.1 -0.3402
H -0.80570 2.58359 -1.19123 1.5 0.6 0.6 0.1315
H 0.03374 3.94342 -0.19846 -0.6 -1.4 -0.1 0.1436
H 1.14982 3.26542 -2.69842 -1.4 1.7 2.3 0.1504
H 1.71223 1.61534 -0.92209 -0.4 0.2 0.7 0.1211
H 1.77721 2.48771 0.53572 0.1 0.9 0.0 0.1207
H -0.56209 0.96090 1.06674 0.4 0.4 -0.9 0.1349
H 0.98791 0.94606 1.61263 0.9 -0.8 0.7 0.1030
H 1.28606 -0.94724 0.62887 1.0 -1.2 0.3 0.0724
H 1.31256 -0.26234 -1.02729 -0.6 -0.3 0.4 0.1122
H -2.53177 -1.25233 -1.47334 2.8 0.8 -2.0 0.1411
H -1.43483 0.23387 -1.82204 0.5 -1.7 -0.1 0.0845
H -1.14999 -1.22539 -2.88519 0.3 -0.7 0.1 0.0692
H 0.42510 -4.39581 4.29232 4.0 1.3 -0.5 -0.0301
H -0.87778 -4.06790 4.73450 -0.6 -0.2 0.2 0.0401
O -0.37688 -4.79784 4.36327 -3.4 -1.1 0.3 -0.0096
```
Forces are in eV/Å.